1.
Density functional theory data (ωB97M-V/def2-TZVPD) for C25H67BINO9Si2 as an isolated structure in a non-equilibrium geometry.

Geometry as XYZ:
```
106
Properties=species:S:1:pos:R:3:mulliken_charge:R:1
C 3.61267 -0.76304 1.20457 -0.507
B 2.28835 -1.65346 0.95001 0.493
O 2.39515 -3.10565 0.78099 -0.603
Si 0.45779 -0.93639 0.79565 0.343
I -0.37020 -1.77579 -1.42695 -0.257
O 0.56040 0.78632 0.63261 0.023
Si -0.44470 1.63575 1.76720 0.354
C -2.20796 0.93463 1.96311 -0.563
C -3.17511 1.28014 0.71023 -0.440
C -4.59385 0.55760 0.96944 -0.666
C -4.48706 -0.98014 0.48532 0.072
N -5.55096 -1.80188 1.14370 -0.318
C -5.21053 -3.21401 1.01556 0.432
C -4.03262 -3.76340 1.96599 -0.548
O -5.78582 -4.00679 0.23772 -0.597
H 4.13245 -1.03525 2.18444 0.147
H 3.33290 0.33315 1.13363 0.109
H 4.34123 -1.01208 0.34894 0.225
H 2.57666 -3.23311 -0.17989 0.276
H -0.40682 -1.34997 1.90527 -0.256
H 0.19361 1.83054 3.09064 -0.211
H -0.60809 3.00404 1.22273 -0.172
H -2.67485 1.48491 2.86104 0.302
H -2.27207 -0.17305 2.19753 0.228
H -2.70106 0.86322 -0.24780 0.202
H -3.35674 2.39845 0.63720 0.365
H -5.43993 1.11527 0.45218 0.349
H -4.78170 0.50859 2.09643 0.272
H -4.56660 -1.07490 -0.65428 0.264
H -3.46241 -1.34632 0.83196 -0.230
H -6.45134 -1.65014 0.65727 0.315
H -3.01763 -3.31864 1.68866 -0.007
H -4.28386 -3.42498 3.01847 0.287
H -3.98090 -4.89073 1.84212 0.299
C 1.74004 3.29976 -3.79260 -1.137
C 0.80586 3.98077 -2.80486 0.426
C 1.56978 4.53760 -1.61315 -1.120
O -0.16665 3.04373 -2.34819 -0.494
H 2.25733 2.45650 -3.32353 0.315
H 1.17838 2.89506 -4.63677 0.173
H 2.48852 3.99880 -4.17467 0.376
H 0.26698 4.78934 -3.30630 0.325
H 2.08057 3.73666 -1.06884 0.222
H 0.88461 5.01388 -0.90640 0.208
H 2.31340 5.27370 -1.92956 0.451
H 0.29630 2.32328 -1.90201 0.268
C 1.00401 -4.12746 5.22097 -1.041
C 2.49255 -4.38085 5.03881 0.295
C 3.25513 -3.08036 4.84386 -0.821
O 2.69585 -5.22361 3.90692 -0.556
H 0.58077 -3.63848 4.33736 0.125
H 0.46713 -5.07074 5.34844 0.321
H 0.81434 -3.49649 6.09317 0.359
H 2.88455 -4.90974 5.91154 0.310
H 2.90844 -2.55627 3.94727 -0.073
H 4.32086 -3.27747 4.70253 0.295
H 3.13373 -2.41692 5.70407 0.417
H 2.35280 -4.76535 3.12741 0.342
C -0.64780 3.89940 -7.61451 -1.202
C -0.26056 2.44774 -7.85047 0.321
C -1.45585 1.62207 -8.29998 -1.241
O 0.27159 1.89709 -6.64744 -0.528
H -1.40403 3.97817 -6.82693 0.296
H 0.21766 4.47810 -7.28153 0.299
H -1.04402 4.35555 -8.52518 0.412
H 0.52702 2.39585 -8.60672 0.270
H -2.23976 1.62288 -7.53600 0.318
H -1.16581 0.57983 -8.45482 0.316
H -1.87620 2.01006 -9.23120 0.375
H -0.41735 1.93795 -5.97098 0.340
C 8.33794 0.37622 0.78190 -1.280
C 7.40452 1.05753 1.77035 0.358
C 8.16942 1.61162 2.96219 -1.278
O 6.42933 0.12108 2.22539 -0.407
H 8.85321 -0.46822 1.25059 0.343
H 7.77405 -0.02654 -0.06329 0.305
H 9.08764 1.07420 0.40115 0.382
H 6.86720 1.86740 1.26994 0.242
H 8.67895 0.80952 3.50561 0.342
H 7.48560 2.08819 3.66912 0.317
H 8.91410 2.34655 2.64662 0.376
H 6.89380 -0.59983 2.66979 0.305
C 1.02485 5.95204 3.92866 -1.448
C 0.44415 5.85409 2.52661 0.759
C 0.28980 7.22823 1.89401 -1.420
O -0.82806 5.21198 2.58340 -0.473
H 0.36706 6.53237 4.58357 0.355
H 1.11979 4.95876 4.37485 0.324
H 2.00984 6.42523 3.91602 0.377
H 1.09293 5.23316 1.90272 0.150
H -0.39323 7.85240 2.47904 0.393
H -0.13851 7.14346 0.89199 0.331
H 1.25281 7.73961 1.82048 0.376
H -1.41050 5.75219 3.13248 0.318
C -6.36710 -7.19329 -3.68148 -1.208
C -5.53888 -7.50934 -2.44562 0.334
C -6.42543 -7.84188 -1.25552 -1.150
O -4.71681 -6.39022 -2.12624 -0.487
H -7.00870 -6.32346 -3.50870 0.299
H -5.71799 -6.94547 -4.52520 0.306
H -6.99726 -8.04115 -3.96232 0.373
H -4.87344 -8.35122 -2.65486 0.281
H -7.06875 -6.99423 -0.99977 0.273
H -5.81798 -8.05574 -0.37258 0.298
H -7.05741 -8.70923 -1.46382 0.377
H -5.29556 -5.63893 -1.93844 0.312
```

The relative energy (zero: lowest compared OMol25 entry of this formula, charge and spin) is 237.6 kJ/mol. Its total energy is -71463.8447 eV. The highest occupied orbital energy comes out at -9.36 eV.

---

2.
Density functional theory data (ωB97M-V/def2-TZVPD) for C8H12BO5SSn as an isolated structure in a non-equilibrium geometry.

Geometry as XYZ:
```
28
Properties=species:S:1:pos:R:3:mulliken_charge:R:1
Sn 1.61164 1.90406 0.15799 0.880
B 3.92091 1.38956 -2.04583 0.550
H 4.06264 2.19227 -1.22410 -0.334
H 3.39282 0.45925 -1.62438 -0.310
H 3.26705 1.81563 -2.88522 -0.238
H 4.92363 1.04762 -2.46763 -0.150
C 0.27274 -1.21222 0.30378 -0.463
C -0.69868 -2.00895 -0.25851 0.344
C -0.43454 -3.10446 -1.25263 0.295
O -1.30709 -3.84591 -1.78156 -0.745
C 0.89656 -3.34041 -1.57917 -0.536
C 2.03695 -2.61183 -1.05323 0.233
C 1.66291 -1.51354 -0.00672 0.415
O 2.50948 -0.72864 0.46731 -0.689
O 3.22068 -2.84620 -1.23615 -0.659
O -1.88385 -1.80046 0.17555 -0.734
H -0.02177 -0.51486 1.07534 0.743
H 1.28867 -4.09327 -2.24993 0.352
C -2.88442 0.50195 1.48800 -0.701
S -2.12847 1.87261 2.43489 0.406
O -0.82366 2.18083 1.76958 -0.556
C -3.32789 3.17834 2.01922 -1.010
H -2.17810 0.28157 0.68571 0.104
H -3.87164 0.71358 1.08097 0.422
H -2.95453 -0.41919 2.06495 0.327
H -2.88965 4.10698 2.39344 0.345
H -4.23792 3.03711 2.59900 0.376
H -3.42448 3.35859 0.94931 0.330
```

The relative energy (zero: lowest compared OMol25 entry of this formula, charge and spin) is 232.4 kJ/mol. Its total energy is -36065.3954 eV. The highest occupied orbital energy comes out at -3.76 eV. The net charge is -1.

---

3.
Density functional theory data (ωB97M-V/def2-TZVPD) for one molecule with the formula C6H12O.

Geometry as XYZ:
```
19
Properties=species:S:1:pos:R:3:mulliken_charge:R:1
C -1.87763 -1.03828 -0.17131 -1.567
C -1.50588 0.41560 0.02923 0.334
C -0.70972 1.09450 -1.04520 -0.823
C -0.06670 0.79882 0.28408 -0.387
C 1.00094 -0.25622 0.54704 0.562
C 2.23499 -0.16044 -0.33092 -1.430
O 1.45961 -0.13365 1.88952 -0.570
H -1.16400 -1.54999 -0.82840 0.341
H -2.86226 -1.11336 -0.64117 0.395
H -1.90646 -1.58726 0.77798 0.321
H -2.26478 1.00438 0.54021 0.424
H -0.44950 0.49512 -1.91483 0.249
H -0.90913 2.13782 -1.27207 0.272
H 0.09533 1.68076 0.90354 0.390
H 0.56268 -1.25433 0.41202 0.115
H 1.96676 -0.16523 -1.39158 0.344
H 2.89676 -1.00976 -0.13522 0.361
H 2.77866 0.76163 -0.10761 0.338
H 0.68158 -0.10053 2.45998 0.330
```

The relative energy (zero: lowest compared OMol25 entry of this formula, charge and spin) is 108.0 kJ/mol. Its total energy is -8463.2348 eV. Its structure (SMILES) is C[C@@H]1C[C@@H]1[C@@H](C)O. The highest occupied orbital energy comes out at -9.99 eV.